The following is a DFT calculation (the ωB97M-V functional and the def2-TZVPD basis) of a structure of composition C40H43ClHfNO7PS2.

Multiplicity: 1
Maximum force (Eh/bohr): 0.070
Charge: +2
Energy relative to the best compared isomer or geometry (same formula, charge and spin) (kJ/mol): 104.0
Frontier orbital gap (eV): 8.80
LUMO level (eV): -4.859
Molar mass (g/mol): 958.835

Last column: Mulliken charge in e.
Cartesian coordinates (Å):
Hf  1.587  -0.175  0.430  2.086
N  3.808  1.350  0.883  -0.392
C  4.620  0.168  1.282  -0.713
C  3.605  -0.878  1.689  0.635
O  3.712  -2.060  1.443  -0.571
O  2.467  -0.342  2.153  -0.606
H  4.381  1.965  0.321  0.275
H  3.563  1.856  1.723  0.251
H  5.323  0.342  2.096  0.470
H  5.165  -0.209  0.428  0.358
O  0.651  0.594  -1.322  -0.567
S  0.149  1.191  -2.650  0.716
C  1.150  2.666  -2.974  -1.385
C  1.081  3.741  -1.886  -0.524
C  2.066  3.464  -0.739  0.618
C  1.731  4.117  0.605  -1.169
S  0.677  3.069  1.708  0.258
O  0.774  1.694  1.044  -0.213
C  -0.912  3.744  1.293  1.364
C  -1.628  3.282  0.204  0.006
C  -2.822  3.901  -0.127  -1.021
C  -3.284  4.969  0.635  -0.810
C  -2.559  5.415  1.733  -0.687
C  -1.364  4.796  2.075  -0.955
C  0.658  0.150  -3.980  1.115
C  -0.376  -0.331  -4.779  -0.550
C  -0.070  -1.167  -5.840  -0.741
C  1.252  -1.526  -6.076  -0.537
C  2.275  -1.046  -5.263  -0.819
C  1.985  -0.196  -4.209  -0.222
H  0.702  3.014  -3.910  0.689
H  2.171  2.351  -3.182  0.482
H  0.063  3.828  -1.509  0.019
H  1.316  4.698  -2.351  0.591
H  3.065  3.793  -1.031  0.741
H  2.132  2.401  -0.598  -0.904
H  1.174  5.048  0.504  0.631
H  2.632  4.319  1.184  0.521
H  -1.245  2.452  -0.371  0.292
H  -3.393  3.553  -0.982  0.535
H  -4.217  5.456  0.373  0.456
H  -2.925  6.241  2.331  0.488
H  -0.791  5.137  2.935  0.486
H  -1.405  -0.049  -4.576  0.358
H  -0.862  -1.539  -6.479  0.448
H  1.488  -2.197  -6.894  0.431
H  3.302  -1.341  -5.438  0.439
H  2.786  0.143  -3.560  0.263
Cl  1.469  -3.287  3.132  -0.198
C  -0.230  -3.339  3.453  1.441
C  -0.654  -4.332  4.325  -0.742
C  -1.993  -4.442  4.644  -0.586
C  -2.910  -3.563  4.085  -0.948
C  -2.479  -2.585  3.209  -0.471
C  -1.128  -2.439  2.871  -0.488
P  -0.759  -1.080  1.658  0.344
C  -1.731  0.225  2.494  1.283
C  -1.118  0.788  3.618  -0.976
C  -1.820  1.650  4.445  -0.705
C  -3.138  1.976  4.146  -0.712
C  -3.747  1.436  3.022  -0.798
C  -3.049  0.558  2.198  -0.104
C  -1.738  -1.649  0.216  1.022
C  -2.205  -0.730  -0.726  0.069
C  -2.892  -1.157  -1.855  -0.972
C  -3.106  -2.514  -2.063  -0.908
C  -2.633  -3.435  -1.140  -0.778
C  -1.955  -3.007  -0.005  -1.260
H  0.073  -5.015  4.746  0.505
H  -2.322  -5.219  5.324  0.425
H  -3.961  -3.637  4.334  0.460
H  -3.212  -1.923  2.769  0.426
H  -0.099  0.503  3.871  0.451
H  -1.347  2.055  5.334  0.495
H  -3.694  2.644  4.795  0.449
H  -4.780  1.678  2.793  0.491
H  -3.549  0.117  1.342  0.518
H  -2.057  0.326  -0.555  0.514
H  -3.280  -0.429  -2.562  0.587
H  -3.655  -2.852  -2.935  0.457
H  -2.803  -4.495  -1.295  0.504
H  -1.600  -3.738  0.713  0.379
C  2.578  -4.137  -0.968  -1.734
C  1.951  -2.780  -1.187  2.048
C  0.868  -2.811  -2.244  -1.367
O  1.326  -2.297  0.076  -0.318
C  3.034  -1.756  -1.578  -0.330
O  3.846  -2.004  -2.419  -0.569
O  2.943  -0.584  -0.929  -0.446
H  1.808  -4.877  -0.737  0.437
H  3.314  -4.109  -0.159  0.450
H  3.095  -4.427  -1.880  0.421
H  0.186  -3.637  -2.046  0.625
H  1.328  -2.950  -3.224  0.395
H  0.291  -1.888  -2.249  -0.186
H  1.874  -2.679  0.800  -0.237

The following is a DFT calculation (the ωB97M-V functional and the def2-TZVPD basis) of a cluster of 2 separate species, C4H12NO3 in total.

Multiplicity: 1
Maximum force (Eh/bohr): 0.048
Charge: +1
Energy relative to the best compared isomer or geometry (same formula, charge and spin) (kJ/mol): 126.6
Frontier orbital gap (eV): 10.84
LUMO level (eV): -3.550
Molar mass (g/mol): 122.144

Last column: natural (NBO) charge in e.
Cartesian coordinates (Å):
O  -2.211  -1.054  -0.961  -0.495
C  -1.856  -0.621  0.088  0.776
O  -2.638  -0.650  1.180  -0.747
C  -0.598  0.242  0.380  -0.165
C  0.591  -0.671  0.527  -0.447
C  1.892  0.069  0.215  -0.640
N  -0.878  1.057  1.651  -0.702
H  -3.480  -1.127  1.205  0.546
H  -0.372  0.810  -0.551  0.290
H  0.376  -1.565  -0.168  0.262
H  0.689  -1.255  1.461  0.234
H  1.945  1.039  0.762  0.196
H  2.017  0.328  -0.845  0.255
H  2.774  -0.550  0.300  0.250
H  -1.465  0.385  2.199  0.482
H  -1.219  1.981  1.397  0.456
H  -0.094  1.216  2.301  0.446
H  1.749  -0.604  -3.537  0.475
H  1.257  0.651  -4.235  0.483
O  1.519  0.317  -3.370  -0.956

The following is a DFT calculation (the ωB97M-V functional and the def2-TZVPD basis) of a cluster of 2 separate species, C6H14N2O in total.

Structure (SMILES): [H]/N=C(\C)[C@@H](C)O.[H]/N=C\C
Multiplicity: 1
Maximum force (Eh/bohr): 0.022
Charge: 0
Energy relative to the best compared isomer or geometry (same formula, charge and spin) (kJ/mol): 162.2
Frontier orbital gap (eV): 10.86
LUMO level (eV): 0.920
Molar mass (g/mol): 130.191

Last column: natural (NBO) charge in e.
Cartesian coordinates (Å):
H  1.909  -0.700  0.950  0.350
N  1.614  -0.351  0.042  -0.694
C  0.735  0.556  0.071  0.338
C  0.105  1.144  1.294  -0.699
C  0.284  1.098  -1.271  0.033
C  0.370  2.627  -1.322  -0.619
O  1.033  0.537  -2.316  -0.726
H  0.376  0.570  2.178  0.220
H  -0.980  1.152  1.197  0.252
H  0.448  2.174  1.431  0.233
H  -0.772  0.810  -1.407  0.174
H  0.155  2.945  -2.339  0.227
H  -0.348  3.085  -0.648  0.206
H  1.376  2.958  -1.066  0.209
H  1.692  -0.046  -1.901  0.496
H  -1.705  -1.776  2.381  0.328
N  -1.945  -1.283  1.512  -0.631
C  -1.411  -1.745  0.478  0.157
C  -0.489  -2.909  0.338  -0.698
H  -1.661  -1.243  -0.454  0.158
H  0.427  -2.590  -0.152  0.247
H  -0.257  -3.352  1.301  0.209
H  -0.956  -3.663  -0.295  0.231

The following is a DFT calculation (the ωB97M-V functional and the def2-TZVPD basis) of a structure of composition C21H23F3N3PdS.

Multiplicity: 1
Maximum force (Eh/bohr): 0.034
Charge: -1
Energy relative to the best compared isomer or geometry (same formula, charge and spin) (kJ/mol): 236.9
Frontier orbital gap (spin up / spin down) (eV): 5.74 / 5.67
LUMO level (spin up / spin down) (eV): 1.971 / 1.895
Molar mass (g/mol): 512.917

Last column: natural (NBO) charge in e.
Cartesian coordinates (Å):
Pd  -0.079  -0.321  0.363  0.851
F  -3.651  1.098  -3.430  -0.322
C  -4.408  0.290  -2.664  0.984
F  -4.979  1.076  -1.734  -0.322
F  -5.432  -0.095  -3.467  -0.346
C  -3.656  -0.874  -2.102  -0.251
C  -4.031  -2.163  -2.428  -0.117
C  -3.304  -3.231  -1.918  -0.334
C  -2.215  -2.941  -1.109  0.079
N  -1.840  -1.722  -0.782  -0.509
C  -2.540  -0.659  -1.253  0.080
S  -2.031  0.884  -0.786  -0.228
H  -4.884  -2.326  -3.071  0.222
H  -3.574  -4.248  -2.151  0.211
H  -1.611  -3.737  -0.695  0.189
C  1.241  -2.213  2.703  -0.635
C  0.308  -1.203  3.288  0.082
C  0.004  -0.931  4.609  -0.346
C  -0.976  0.077  4.588  -0.356
C  -1.207  0.377  3.258  0.102
C  -2.182  1.338  2.661  -0.627
N  -0.429  -0.409  2.474  -0.669
H  1.613  -2.889  3.473  0.209
H  2.093  -1.716  2.229  0.205
H  0.706  -2.790  1.937  0.199
H  0.424  -1.417  5.475  0.189
H  -1.448  0.543  5.437  0.191
H  -2.726  1.864  3.444  0.201
H  -2.898  0.801  2.032  0.217
H  -1.672  2.068  2.027  0.203
C  2.953  3.536  -0.891  -0.409
N  1.641  2.947  -0.790  -0.438
C  1.291  2.612  0.573  -0.421
C  1.387  1.868  -1.735  -0.262
C  2.192  0.594  -1.541  -0.001
C  3.441  0.480  -2.140  -0.254
C  4.186  -0.681  -2.020  -0.225
C  3.664  -1.757  -1.323  -0.233
C  2.415  -1.651  -0.728  -0.267
C  1.668  -0.473  -0.795  -0.186
H  2.970  4.443  -0.284  0.190
H  3.136  3.816  -1.927  0.187
H  3.774  2.882  -0.555  0.164
H  1.297  3.526  1.169  0.192
H  1.974  1.882  1.047  0.173
H  0.272  2.197  0.581  0.212
H  1.570  2.269  -2.740  0.185
H  0.319  1.626  -1.643  0.235
H  3.826  1.304  -2.729  0.199
H  5.166  -0.749  -2.476  0.198
H  4.225  -2.681  -1.247  0.201
H  2.017  -2.522  -0.211  0.210

The following is a DFT calculation (the ωB97M-V functional and the def2-TZVPD basis) of a cluster of 2 separate species, C28H42ClN3O4 in total.

Multiplicity: 1
Maximum force (Eh/bohr): 0.347
Charge: 0
Energy relative to the best compared isomer or geometry (same formula, charge and spin) (kJ/mol): 2511.3
Frontier orbital gap (eV): 8.56
LUMO level (eV): -0.125
Molar mass (g/mol): 520.114

Last column: natural (NBO) charge in e.
Cartesian coordinates (Å):
C  -0.482  4.142  2.748  -0.609
C  -0.852  2.684  2.695  -0.412
C  -0.170  1.999  3.792  -0.363
C  -0.728  0.419  3.928  -0.338
C  -0.200  -0.667  2.728  -0.413
C  -1.183  -0.726  1.702  -0.489
C  -0.418  -1.148  0.579  -0.153
N  0.375  0.153  -0.209  -0.660
C  1.109  0.100  -1.274  0.704
O  1.305  -0.991  -1.854  -0.708
C  1.799  1.579  -1.600  -0.140
C  1.989  2.482  -0.584  -0.399
H  1.180  2.618  -0.222  0.205
C  2.928  1.847  0.700  -0.226
N  3.736  0.678  0.032  -0.514
C  3.500  -0.606  0.745  0.954
O  2.949  -0.990  1.658  -0.591
O  4.225  -1.505  -0.037  -0.549
C  4.336  -2.756  0.126  0.170
C  4.856  -3.074  1.664  -0.585
H  4.282  -2.617  2.238  0.197
H  5.791  -2.656  1.702  0.193
H  4.888  -4.073  1.809  0.196
C  4.987  -3.446  -0.763  -0.601
H  6.045  -2.892  -1.204  0.202
H  5.217  -4.545  -0.791  0.257
H  4.577  -3.495  -1.894  0.217
C  2.833  -3.224  0.126  -0.638
H  2.720  -4.508  0.228  0.179
H  2.298  -3.107  1.122  0.225
H  2.293  -2.883  -0.769  0.243
C  4.292  0.960  -1.258  -0.225
H  4.829  2.009  -1.036  0.197
C  3.210  0.863  -2.235  -0.344
H  3.102  -0.071  -2.644  0.250
H  3.556  1.888  -2.968  0.178
H  5.117  0.253  -1.531  0.241
H  3.538  2.543  1.398  0.214
H  2.254  1.370  1.454  0.206
H  2.539  3.350  -0.813  0.229
C  1.122  1.944  -2.604  -0.402
H  1.359  3.063  -2.741  0.211
H  1.051  1.352  -3.623  0.236
C  -0.514  2.105  -2.548  0.116
H  -0.876  3.073  -3.375  0.194
C  -1.199  0.937  -2.726  -0.552
C  -2.094  1.002  -1.409  0.269
N  -1.679  1.940  -0.674  -0.166
O  -0.758  2.874  -1.377  -0.401
C  -3.376  0.278  -1.020  -0.122
C  -4.013  0.553  -0.005  -0.165
C  -5.024  -0.308  0.379  -0.223
C  -5.088  -1.451  -0.394  0.137
C  -4.435  -1.901  -1.306  -0.282
C  -3.376  -1.025  -1.674  -0.107
H  -2.847  -1.107  -2.440  0.188
H  -4.713  -2.785  -2.029  0.274
Cl  -6.618  -2.581  0.241  -0.191
H  -5.633  -0.028  1.311  0.261
H  -3.704  1.403  0.879  0.255
H  -0.713  0.005  -2.814  0.260
H  -1.930  1.027  -3.515  0.244
H  0.359  0.988  0.382  0.395
H  -1.139  -1.424  -0.274  0.201
H  0.410  -1.924  0.686  0.253
H  -1.841  -1.481  1.870  0.237
H  -1.655  0.189  1.503  0.231
H  -0.024  -1.358  3.441  0.239
H  0.627  -0.226  2.647  0.203
H  -0.392  0.161  5.335  0.153
H  -1.816  0.533  4.069  0.186
H  -0.471  2.404  4.858  0.199
H  0.678  1.918  3.645  0.147
H  -2.079  2.916  2.678  0.196
H  -0.729  2.094  1.702  0.206
H  0.657  4.207  2.443  0.192
H  -0.853  4.734  3.538  0.221
H  -0.979  4.691  1.793  0.205